Entry 1:
Computed, not measured: a structure of composition C31H41AsN6O5ReS4 at a distorted geometry, with ωB97M-V with the def2-TZVPD basis set.

The geometry in XYZ format:
```
89
Properties=species:S:1:pos:R:3:forces:R:3:mulliken_spin:R:1
Re -0.99950 -0.17005 1.52229 0.723 -1.428 -1.184 2.1685
N 0.53220 1.31884 2.12334 -1.008 1.054 0.025 -0.0288
N 0.68047 1.21444 3.55024 0.742 -1.806 -0.391 -0.0047
C 0.04074 -0.01689 4.04765 -1.756 -0.080 1.566 0.0109
O 0.48733 -0.43688 5.09082 0.922 -0.309 0.474 0.0118
O -1.11944 -0.48098 3.56840 2.324 1.877 -0.388 -0.0128
H 1.45274 1.31997 1.69287 -0.339 -0.058 -0.420 0.0041
H 0.01874 2.18314 1.92836 0.632 -0.012 -0.079 0.0008
H 1.70639 1.08020 3.71936 -1.462 0.208 0.216 -0.0013
S -2.43018 -2.00144 1.32850 -1.405 -0.434 -0.827 0.0120
C -2.64881 -2.37714 -0.41456 1.454 0.662 0.656 0.0055
C -3.39749 -3.45569 -0.87278 0.028 1.030 0.044 0.0159
C -3.40854 -3.80671 -2.19741 1.296 0.020 -1.409 -0.0059
C -2.56138 -3.13066 -3.14979 -0.670 0.809 1.429 0.0096
C -1.90682 -1.96602 -2.69718 -0.434 -0.902 0.134 0.0048
C -1.83323 -1.66519 -1.31162 -0.463 -0.147 -0.925 0.0128
S -0.63065 -0.49207 -0.88610 -0.155 0.222 0.505 0.0048
H -4.01045 -3.96571 -0.17172 -0.520 -0.488 0.500 -0.0001
H -4.04181 -4.63832 -2.46152 0.067 -0.234 -0.403 -0.0004
H -2.42513 -3.45125 -4.18424 -0.465 0.104 0.246 0.0010
H -1.43379 -1.23462 -3.35741 0.214 -0.646 -0.036 0.0007
N 8.40090 -2.21440 -1.86343 1.718 -1.596 0.716 0.0000
C 7.34414 -1.52959 -2.37776 -1.042 2.229 -0.519 -0.0001
C 6.10381 -2.16049 -2.58243 0.491 -0.183 0.918 0.0003
C 4.94695 -1.43122 -2.76153 0.406 -0.535 -1.047 -0.0001
C 5.05635 -0.07275 -2.93491 -1.192 1.454 -0.458 -0.0001
C 6.25616 0.60659 -2.89689 0.644 0.036 -0.256 0.0002
C 7.43016 -0.11814 -2.66947 -0.456 -0.750 0.242 -0.0001
S 3.57216 0.84217 -3.42644 -1.845 -0.707 2.754 0.0000
O 2.78630 -0.15146 -4.11847 0.409 0.212 -0.725 0.0001
O 3.95577 2.06819 -4.10058 0.167 -0.431 0.335 0.0000
N 2.71063 1.04028 -2.01049 0.871 -0.899 -2.654 0.0004
C 2.74137 2.09880 -1.26229 -0.228 2.014 -0.282 0.0012
S 4.34695 2.88576 -0.71221 -1.604 -0.454 0.091 0.0000
C 3.34566 3.89814 0.25597 0.311 1.252 1.930 0.0006
C 2.00755 3.66101 0.09897 0.811 2.059 1.106 0.0009
N 1.66505 2.80266 -0.83927 1.018 -3.227 -1.074 -0.0008
H 8.22826 -3.07867 -1.31735 0.206 1.240 -0.805 0.0000
H 9.30945 -1.76246 -1.71022 -1.060 -0.316 -0.099 0.0000
H 6.03457 -3.24213 -2.49948 0.124 0.032 0.094 0.0000
H 4.02732 -1.96282 -2.98991 -0.059 0.362 0.309 0.0000
H 6.23757 1.70242 -3.09607 0.222 -1.021 0.114 0.0000
H 8.38182 0.40987 -2.74478 -0.043 -0.314 0.396 0.0000
H 3.79948 4.53678 1.04152 -0.433 -0.352 -0.789 -0.0001
H 1.18968 4.19122 0.61967 0.738 -0.138 -0.156 -0.0012
C 1.46181 -3.16409 -0.22248 1.400 0.024 -0.295 -0.0051
As 1.15454 -2.97596 1.65077 -2.062 1.951 -0.584 0.0157
C 2.67175 -3.88834 2.51809 0.139 0.661 0.296 0.1173
C -0.42629 -4.07955 2.10617 2.194 -1.264 -0.564 0.0395
O 0.75506 -1.19084 1.65982 2.046 -2.694 0.772 0.0465
H 2.40653 -3.68231 -0.40505 0.266 0.190 0.155 0.0007
H 1.49133 -2.15516 -0.67009 -0.256 -0.510 0.184 -0.0028
H 0.74957 -3.80769 -0.68375 -1.035 -0.105 -0.332 0.0032
H 2.58570 -3.71346 3.58146 -0.135 -0.063 0.337 -0.0015
H 3.61437 -3.42928 2.21741 -0.109 -0.068 -0.259 -0.0030
H 2.67875 -4.96104 2.32893 -0.144 0.002 -0.232 0.0027
H 0.08494 -4.92696 2.62877 -0.897 0.321 -0.180 -0.0053
H -0.95011 -4.39353 1.19074 0.454 0.034 0.224 0.0016
H -1.13261 -3.52702 2.66169 -0.298 0.394 1.002 0.0001
C -1.47599 2.58947 -2.35061 1.341 0.160 1.308 0.0167
C -2.31506 3.14799 -1.17917 -0.881 1.430 -1.269 -0.0090
C -1.52502 3.91370 -0.11344 -0.086 -0.862 0.757 0.0529
C -3.41689 2.22873 -0.68115 0.144 0.288 0.803 0.0614
C -4.55535 1.96404 -1.41629 -0.199 -0.441 -1.298 -0.0927
C -5.57666 1.10306 -0.93719 0.181 0.070 -0.415 0.1843
C -5.62102 0.83811 0.44439 -0.969 -0.064 -0.477 -0.1062
C -4.67704 1.36735 1.30111 2.718 0.053 -1.788 0.1669
C -4.89007 1.60700 2.74833 -0.525 -0.511 1.058 0.0032
C -4.72571 0.32302 3.64549 -0.725 0.154 -0.465 0.0190
C -4.24671 2.87121 3.40921 0.163 -1.123 -0.583 -0.0005
C -3.34891 1.64258 0.60436 0.206 -1.576 1.911 -0.0655
N -2.19199 1.12943 1.12686 -3.288 3.020 -0.459 0.3654
H -0.87457 3.40855 -2.84077 -0.527 -0.775 0.495 -0.0005
H -2.15502 2.15401 -3.07847 0.141 -0.284 -0.099 0.0004
H -0.76601 1.83873 -1.88864 -0.748 0.733 -1.126 -0.0047
H -2.88262 4.00069 -1.64904 0.071 -0.623 0.210 0.0039
H -0.84583 3.27634 0.48477 -0.331 0.266 -0.491 -0.0227
H -2.19161 4.42679 0.59432 -0.084 -0.291 -0.104 0.0051
H -0.96132 4.68925 -0.59264 0.606 0.350 -0.369 0.0006
H -4.49023 2.32329 -2.47710 -0.542 -0.400 0.897 -0.0088
H -6.34728 0.63734 -1.58480 0.663 0.571 0.312 0.0130
H -6.45814 0.17863 0.78072 0.498 0.916 0.166 -0.0028
H -5.97345 1.83788 2.77704 0.310 -0.030 0.148 0.0047
H -5.76812 -0.08755 3.77174 1.149 0.044 0.171 -0.0028
H -4.28718 0.58910 4.61082 -0.183 -0.139 0.072 -0.0028
H -4.08458 -0.44013 3.17501 -0.267 0.384 0.128 -0.0008
H -3.18749 2.73069 3.72156 -0.637 0.150 -0.488 0.0017
H -4.85279 3.01493 4.28780 -0.026 0.258 0.672 0.0008
H -4.40214 3.74423 2.77369 0.364 -0.007 -0.074 -0.0001
```
Forces are in eV/Å.

Results
charge = -2
highest occupied orbital energy (spin up / spin down) = 0.0020 / -0.0463 Eh
gap between HOMO and LUMO (spin up / spin down) = 3.69 / 4.97 eV
ΔE to the lowest compared entry with this formula, charge and spin = 1.1302 eV
multiplicity = 4
<S²> = 3.812

***

Entry 2:
Computed, not measured: a cluster of 2 separate species, C6H16 in total at a distorted geometry, with ωB97M-V with the def2-TZVPD basis set.

The geometry in XYZ format:
```
22
Properties=species:S:1:pos:R:3:forces:R:3:nbo_charge:R:1
C -0.13339 1.62399 -2.28697 -0.247 0.737 -0.812 -0.3932
C 0.09332 2.62763 -1.11716 0.462 -0.997 -1.280 -0.6179
C -1.08044 0.47410 -1.97290 0.623 -0.039 -0.632 -0.6097
H 0.83148 1.30736 -2.69160 -0.019 -0.438 0.323 0.1943
H -0.55081 2.14848 -3.15960 -0.103 0.163 0.311 0.1875
H -0.01761 3.62272 -1.53833 -0.361 0.245 0.621 0.2132
H -0.53898 2.35696 -0.27983 -0.264 0.517 0.129 0.2069
H -0.58072 -0.17208 -1.24996 -0.653 -0.095 0.356 0.2015
H -1.29423 -0.12243 -2.86243 0.306 -0.096 -0.062 0.2077
H 1.12758 2.53508 -0.80924 0.190 0.071 0.356 0.2043
H -2.05995 0.86569 -1.70732 0.076 -0.090 0.719 0.2054
C 0.82399 -1.21188 1.96101 -0.365 -0.607 0.342 -0.3936
C 1.01177 -2.34413 0.93568 -0.103 0.841 0.099 -0.6149
C -0.59110 -1.12811 2.52034 0.016 0.687 -0.068 -0.6020
H 1.50076 -1.39226 2.79973 0.134 0.233 -0.074 0.1952
H 1.06851 -0.24521 1.52609 0.161 0.030 -0.089 0.1930
H 1.68860 -1.96480 0.19945 0.639 -0.035 -0.656 0.2063
H -0.87662 -2.03449 3.04739 -0.123 -0.067 0.016 0.2019
H 0.08437 -2.54091 0.39507 -0.018 -0.331 0.210 0.2026
H 1.46964 -3.23389 1.36000 -0.359 -0.176 0.035 0.2085
H -0.65922 -0.27068 3.19729 -0.021 -0.228 0.208 0.2045
H -1.31696 -0.90114 1.73328 0.029 -0.325 -0.051 0.1985
```
Forces are in eV/Å.

Results
highest occupied orbital energy = -0.4110 Eh
gap between HOMO and LUMO = 12.27 eV
ΔE to the lowest compared entry with this formula, charge and spin = 0.5624 eV
SMILES = CCC.CCC

***

Entry 3:
Computed, not measured: a structure of composition C18H19BN6Os at a distorted geometry, with ωB97M-V with the def2-TZVPD basis set.

The geometry in XYZ format:
```
45
Properties=species:S:1:pos:R:3:forces:R:3:mulliken_spin:R:1
C 0.55673 2.84554 -0.48724 0.034 -2.528 -0.054 0.1465
N 0.70714 1.59791 -1.01051 -0.241 1.890 1.608 0.2137
N 0.99475 1.74367 -2.36088 -0.479 2.220 -0.864 0.0538
C 0.88681 3.04374 -2.69268 0.739 -3.442 -1.390 0.2204
C 0.63936 3.77727 -1.53522 -0.172 0.779 1.169 0.2818
B 1.18833 0.45445 -3.20241 0.410 -1.418 -0.619 -0.0115
N 2.24706 -0.48041 -2.53927 -0.402 0.073 0.351 -0.0245
N 2.15244 -0.85462 -1.21619 -0.261 0.129 0.282 0.0890
C 3.22935 -1.63720 -0.92190 0.131 0.260 -1.411 -0.0156
C 3.94831 -1.82453 -2.10745 -0.166 -0.155 0.878 0.0293
C 3.28303 -1.11712 -3.09463 -0.420 0.579 0.312 0.0440
Os 0.36980 -0.32503 -0.22410 1.289 0.745 -3.843 1.1409
N -0.14107 -0.33643 -3.16033 -0.243 0.507 0.659 0.0050
N -0.65613 -0.78268 -1.94379 0.558 0.563 0.124 0.0303
C -1.80008 -1.47999 -2.23383 0.242 0.160 -0.736 -0.0171
C -2.00011 -1.44946 -3.61986 -0.111 -0.242 1.063 0.0576
C -0.93506 -0.73707 -4.15573 0.629 0.358 0.677 0.0699
H -2.38520 -1.96181 -1.45780 0.078 0.162 -0.156 -0.0003
H -0.64556 -0.48066 -5.16574 -0.260 -0.145 -0.077 0.0000
H -2.80265 -1.88383 -4.18230 -0.229 -0.203 0.019 0.0005
H 1.50859 0.71104 -4.32072 -0.130 0.093 0.162 -0.0007
H 3.42425 -1.01028 -4.15445 0.447 -0.032 -0.153 0.0004
H 0.97125 3.36469 -3.72078 0.180 0.078 -0.076 -0.0032
H 4.83796 -2.39444 -2.23844 0.407 -0.326 -0.009 0.0006
H 0.51910 4.83526 -1.47061 -0.032 0.604 0.078 -0.0114
H 3.44317 -1.98863 0.08337 -0.101 0.019 -0.309 0.0000
H 0.37415 3.02428 0.56611 -0.019 -0.101 -0.205 0.0074
H 0.12364 -2.17499 0.21726 -0.838 -0.317 -0.915 0.0123
C 0.71671 -2.20466 1.14132 0.469 -0.005 1.379 0.0013
H 1.41940 -3.02036 1.01181 0.091 -0.048 -0.272 -0.0003
H 1.28648 -1.29870 1.41170 0.554 -0.086 0.449 0.0017
H 0.05107 -2.41420 1.97216 -0.183 -0.023 -0.115 0.0064
C -0.77649 0.48745 0.96196 -2.710 0.146 2.137 -0.0786
C -1.47899 0.82767 1.96610 1.236 -0.833 -0.377 0.5410
C -1.87949 0.69807 3.31096 -0.745 0.250 1.132 0.0649
C -3.12317 1.19683 3.83029 1.259 0.022 -2.762 0.2577
C -3.45939 0.99948 5.17528 -0.107 -0.449 1.920 0.3150
C -2.58403 0.31374 6.03289 0.178 -0.116 0.012 0.0495
C -1.37253 -0.19482 5.55237 -1.015 0.068 1.737 0.2514
C -1.01886 -0.00884 4.21844 0.149 0.771 -2.727 0.2298
H -3.79517 1.72011 3.13305 0.193 -0.204 0.525 -0.0095
H -4.41207 1.38691 5.54578 0.247 -0.112 -0.023 0.0023
H -2.84996 0.17145 7.07471 -0.016 0.017 -0.051 0.0076
H -0.68625 -0.73914 6.20203 -0.234 0.129 0.009 0.0024
H -0.07658 -0.39967 3.80925 -0.405 0.162 0.460 0.0384
```
Forces are in eV/Å.

Results
charge = +4
highest occupied orbital energy (spin up / spin down) = -0.7724 / -0.7635 Eh
gap between HOMO and LUMO (spin up / spin down) = 6.41 / 3.87 eV
multiplicity = 5
<S²> = 6.111

***

Entry 4:
Computed, not measured: a structure of composition C26H36BrGeO7Pd at a distorted geometry, with ωB97M-V with the def2-TZVPD basis set.

The geometry in XYZ format:
```
72
Properties=species:S:1:pos:R:3:forces:R:3:mulliken_spin:R:1
Pd -0.20922 0.03727 0.02552 -0.174 -0.524 -0.539 1.7701
C 2.45366 -0.53341 2.45534 -2.340 -0.997 0.634 -0.0130
C 2.52149 -1.64232 1.41475 0.963 0.565 -0.399 -0.0099
C 3.74140 -1.36420 0.53999 -0.532 -0.511 -0.608 -0.0003
C 2.69572 -2.96788 2.10903 -0.208 -0.754 0.642 0.0091
O 1.36175 -1.60475 0.59566 -0.029 0.295 -0.408 0.1063
Ge -0.03787 -2.83904 0.35715 -0.013 -0.994 0.083 -0.0255
O -0.56778 -1.83579 -1.18373 0.035 0.097 0.366 0.1428
C -0.09721 -2.17483 -2.49521 -0.183 0.343 -0.221 -0.0156
C 1.24184 -1.47889 -2.73359 -0.402 -1.047 -1.349 -0.0114
C -0.04396 -3.71011 -2.59338 -1.082 1.009 -1.274 0.0119
C -1.12581 -1.67856 -3.54440 0.010 -0.889 1.051 0.0039
O -1.10646 -1.54409 1.18313 -0.269 0.208 0.888 0.1380
C -1.94367 -1.63399 2.36925 0.534 0.336 -0.190 -0.0110
C -2.17188 -0.19975 2.79118 -0.843 0.572 -0.791 -0.0144
C -1.30615 -2.53997 3.45903 -0.539 0.668 -1.601 0.0103
C -3.20559 -2.29455 1.93482 -0.942 -1.407 -2.047 0.0082
H 2.87032 -0.81305 3.40101 0.618 -0.163 0.478 -0.0011
H 1.38175 -0.36993 2.66302 0.206 -0.056 0.095 -0.0007
H 2.80898 0.39941 2.14955 0.932 1.310 -0.633 0.0005
H 4.65256 -1.42318 1.09242 0.653 0.048 0.617 -0.0006
H 3.65477 -0.38910 0.10840 -0.057 0.687 -0.277 0.0032
H 3.83057 -2.06970 -0.28198 -0.138 -0.268 -0.100 -0.0011
H 3.65731 -2.93642 2.64549 -0.321 -0.094 -0.102 0.0009
H 2.73795 -3.82979 1.40914 -0.238 0.516 0.401 -0.0006
H 1.89294 -3.09851 2.87599 0.506 -0.216 -0.621 0.0000
H 1.98301 -1.76303 -2.02997 0.665 -0.325 0.785 0.0046
H 1.16356 -0.41526 -2.75101 -0.311 0.807 0.189 -0.0027
H 1.57924 -1.77430 -3.73634 0.148 0.007 0.158 -0.0010
H 0.72493 -4.13713 -1.99696 0.555 -0.589 0.447 0.0006
H 0.05092 -3.97417 -3.65245 0.526 -0.047 0.118 0.0007
H -1.05343 -4.07458 -2.36250 0.363 -0.118 0.504 0.0005
H -1.61986 -0.79130 -3.18597 -0.440 0.016 0.158 -0.0007
H -1.80673 -2.50158 -3.80740 -0.179 0.531 0.231 -0.0005
H -0.62262 -1.39768 -4.42951 0.671 0.239 -1.127 -0.0009
H -1.31773 0.30673 3.20144 0.553 -0.029 0.299 0.0029
H -3.02134 -0.08040 3.44990 -0.107 -0.271 0.555 -0.0003
H -2.47646 0.38152 1.90368 0.236 -0.269 0.185 0.0005
H -0.26584 -2.27450 3.54344 0.484 -0.212 0.208 0.0007
H -1.49410 -3.55648 3.09934 0.565 -0.055 0.472 -0.0014
H -1.81662 -2.36627 4.38659 -0.216 -0.036 0.550 0.0000
H -3.79786 -1.79029 1.14565 0.663 0.241 0.334 0.0006
H -3.89641 -2.45004 2.73149 -0.396 -0.196 0.915 0.0001
H -2.97204 -3.31035 1.48197 -0.184 1.027 0.629 -0.0016
O 1.56854 1.21188 -0.07751 -0.205 1.010 0.743 0.2780
C 1.16228 1.96642 0.89635 1.517 0.505 -0.811 -0.0208
O 0.07379 1.71910 1.42580 -1.002 -0.220 0.484 0.1576
C 2.03116 3.08510 1.41879 1.275 -0.788 -0.546 0.0162
C 3.20258 3.44561 0.70537 0.128 0.720 0.349 0.0039
C 4.12475 4.36034 1.25155 -1.709 -0.800 0.741 0.0005
C 3.87544 4.85950 2.54073 0.193 -0.055 -0.569 -0.0008
C 2.74645 4.47010 3.26368 -0.212 0.028 -0.682 0.0018
C 1.82237 3.56919 2.70777 0.613 0.663 -0.429 0.0050
H 3.39868 3.08180 -0.29906 -0.274 -0.227 0.181 0.0028
H 4.98148 4.68040 0.69678 0.327 0.054 -0.220 0.0000
H 4.58782 5.59108 2.92365 -0.318 -0.193 0.216 0.0000
H 2.54328 4.95424 4.20633 0.010 -0.202 0.222 0.0000
H 0.91939 3.27640 3.20743 -0.173 -0.068 0.360 0.0021
Br -6.35670 3.73111 -2.64359 -0.634 0.286 0.162 0.0002
C -4.74644 2.94975 -3.16991 0.064 -0.661 0.842 0.0009
C -4.43618 2.88119 -4.50358 1.136 -0.460 -0.451 -0.0013
C -3.21181 2.34693 -4.92004 -0.849 -0.587 0.852 0.0009
C -2.36145 1.82794 -3.97351 1.702 0.081 0.391 0.0085
C -2.72573 1.83321 -2.61550 -0.150 0.030 0.354 0.0253
C -3.94773 2.35026 -2.18720 0.342 0.121 -0.621 0.0036
C -1.79834 1.26488 -1.58315 0.093 -0.271 -1.059 -0.0193
O -0.59115 1.10507 -1.92084 0.243 0.044 0.542 0.2139
O -2.18853 0.86578 -0.45623 -0.120 0.243 0.152 0.2162
H -5.10697 3.15443 -5.27581 -0.769 0.603 -0.303 -0.0001
H -3.03092 2.16288 -5.95726 0.226 0.354 -0.499 -0.0001
H -1.33141 1.49040 -4.26815 -1.272 0.091 0.439 0.0016
H -4.23270 2.26926 -1.13185 0.074 0.244 -0.539 0.0014
```
Forces are in eV/Å.

Results
highest occupied orbital energy (spin up / spin down) = -0.3112 / -0.3056 Eh
gap between HOMO and LUMO (spin up / spin down) = 8.89 / 6.13 eV
multiplicity = 4
<S²> = 3.760